Record 1
Entry from the OMol25 dataset: a cluster of 9 separate species, C28H59Cl16NO2Si in total in a non-equilibrium geometry (ωB97M-V with the def2-TZVPD basis set).

The energy above the lowest of the compared OMol25 structures with the same formula, charge and spin comes out at 17.76 kcal/mol. As for the SMILES: C[Si](C)(C)[C@@H]1C[C@H](CCCCCN)[C@H](O)O1.ClCCCl.ClCCCl.ClCCCl.ClCCCl.ClCCCl.ClCCCl.ClCCCl.ClCCCl.

CARTESIAN COORDINATES (ANGSTROEM)
C -3.519 -0.247 -0.587
Si -2.240 -0.004 0.798
C -3.155 0.606 2.367
C -1.490 -1.716 1.221
C -0.767 1.109 0.349
C -0.995 2.562 -0.170
C 0.510 3.020 -0.126
C 0.937 4.356 -0.776
C 2.454 4.574 -0.386
C 2.802 6.054 -0.033
C 2.972 6.241 1.517
C 4.169 5.423 2.082
N 3.773 4.986 3.454
C 1.190 1.695 -0.624
O 1.824 1.754 -1.874
O 0.230 0.629 -0.566
H -3.094 -0.125 -1.597
H -4.372 0.447 -0.443
H -3.905 -1.283 -0.485
H -3.298 -0.298 2.996
H -2.567 1.321 2.967
H -4.154 0.993 2.094
H -1.077 -2.128 0.279
H -0.640 -1.610 1.931
H -2.250 -2.386 1.659
H -0.171 1.252 1.293
H -1.370 2.696 -1.201
H -1.537 3.245 0.512
H 0.684 3.157 0.959
H 0.338 5.196 -0.370
H 0.881 4.358 -1.879
H 3.142 4.132 -1.122
H 2.582 3.998 0.557
H 2.122 6.800 -0.479
H 3.813 6.250 -0.458
H 3.091 7.319 1.740
H 2.024 5.903 1.976
H 4.315 4.488 1.504
H 5.123 5.984 2.080
H 3.508 5.798 4.003
H 4.634 4.620 3.858
H 1.919 1.402 0.171
H 1.999 0.832 -2.072
Cl 1.187 -2.916 3.375
C 0.539 -4.046 4.594
C -0.885 -4.450 4.290
Cl -2.022 -3.094 4.503
H 0.619 -3.573 5.568
H 1.186 -4.923 4.586
H -1.203 -5.239 4.971
H -0.982 -4.819 3.271
Cl 6.174 3.049 5.250
C 7.362 2.626 3.991
C 8.640 3.419 4.125
Cl 8.401 5.143 3.747
H 6.894 2.784 3.021
H 7.572 1.562 4.099
H 9.383 3.040 3.425
H 9.050 3.347 5.131
Cl -0.831 -3.744 7.691
C -2.325 -2.964 8.269
C -2.140 -2.306 9.617
Cl -1.901 -3.497 10.919
H -3.109 -3.719 8.297
H -2.598 -2.216 7.526
H -3.030 -1.732 9.870
H -1.286 -1.631 9.616
Cl -4.319 -2.344 -3.759
C -4.267 -1.360 -5.244
C -4.590 0.091 -4.977
Cl -6.296 0.328 -4.523
H -4.956 -1.799 -5.962
H -3.257 -1.447 -5.644
H -4.418 0.678 -5.879
H -3.969 0.498 -4.181
Cl -3.120 -7.738 -7.235
C -2.354 -6.557 -6.142
C -3.293 -5.434 -5.767
Cl -3.654 -4.371 -7.151
H -1.456 -6.182 -6.629
H -2.056 -7.102 -5.247
H -2.835 -4.811 -5.000
H -4.236 -5.814 -5.380
Cl 0.921 8.980 -1.660
C 0.171 8.110 -3.022
C 1.148 7.185 -3.711
Cl 2.414 8.078 -4.588
H -0.236 8.847 -3.710
H -0.656 7.532 -2.611
H 0.621 6.576 -4.446
H 1.635 6.518 -3.001
Cl -5.702 -10.847 -10.168
C -6.829 -9.633 -9.513
C -6.560 -9.333 -8.057
Cl -6.960 -10.712 -7.001
H -7.843 -9.997 -9.664
H -6.699 -8.727 -10.105
H -7.178 -8.497 -7.732
H -5.518 -9.072 -7.890
Cl 5.251 -0.667 4.049
C 4.555 -1.535 2.657
C 5.570 -2.420 1.972
Cl 6.830 -1.477 1.136
H 4.143 -0.797 1.972
H 3.735 -2.142 3.041
H 5.075 -3.028 1.215
H 6.061 -3.085 2.679

=====

Record 2
Entry from the OMol25 dataset: a structure of composition C28H59F3O49S12Ta in a non-equilibrium geometry (ωB97M-V with the def2-TZVPD basis set).

The total charge is -1.

CARTESIAN COORDINATES (ANGSTROEM)
F 1.039 -1.715 -3.544
C 2.083 -0.855 -3.496
F 2.910 -1.075 -4.520
F 2.791 -1.132 -2.360
C 1.561 0.566 -3.316
O 0.558 0.959 -4.204
C 1.096 1.439 -5.441
C 1.427 2.938 -5.295
Ta 3.685 3.389 -5.054
H 2.404 1.263 -3.270
H 1.115 0.555 -2.314
H 0.315 1.316 -6.201
H 1.958 0.883 -5.817
H 0.845 3.355 -4.467
H 1.138 3.483 -6.203
H 3.442 5.224 -5.275
H 3.357 3.459 -3.225
H 3.923 1.547 -4.836
H 3.918 3.155 -6.892
H 5.493 3.609 -4.781
C 0.641 -1.333 0.560
C -0.773 -1.773 0.277
O -1.578 -0.937 1.142
S -0.881 0.490 1.305
O -1.487 1.409 0.410
O -0.774 0.775 2.696
O 0.553 0.101 0.738
H 1.020 -1.756 1.487
H 1.320 -1.573 -0.255
H -0.946 -2.823 0.495
H -1.058 -1.568 -0.757
C -0.949 4.878 -1.074
C -0.978 5.276 -2.532
O -0.032 6.339 -2.629
S 1.158 6.095 -1.574
O 2.243 5.479 -2.240
O 1.311 7.284 -0.810
O 0.423 4.972 -0.686
H -1.528 5.572 -0.458
H -1.310 3.864 -0.915
H -1.960 5.611 -2.857
H -0.643 4.458 -3.174
C -4.763 -5.088 1.838
C -3.692 -4.480 2.712
O -2.493 -5.180 2.340
S -2.556 -5.563 0.791
O -1.844 -4.583 0.048
O -2.282 -6.946 0.657
O -4.117 -5.308 0.571
H -5.095 -6.048 2.223
H -5.620 -4.432 1.714
H -3.897 -4.605 3.770
H -3.548 -3.419 2.491
C -9.133 -6.248 4.263
C -8.883 -7.474 3.419
O -7.451 -7.581 3.362
S -6.820 -7.045 4.730
O -6.541 -8.145 5.576
O -5.825 -6.084 4.405
O -8.115 -6.298 5.282
H -8.994 -5.331 3.686
H -10.126 -6.251 4.706
H -9.297 -7.386 2.419
H -9.274 -8.375 3.896
C 4.994 -1.219 -9.525
C 4.153 -0.880 -8.315
O 3.863 0.509 -8.458
S 3.739 0.882 -10.006
O 2.376 0.883 -10.389
O 4.592 1.978 -10.281
O 4.419 -0.463 -10.592
H 6.029 -0.894 -9.392
H 4.975 -2.281 -9.762
H 4.672 -1.061 -7.377
H 3.208 -1.429 -8.318
C 3.508 1.384 1.819
C 2.576 1.685 2.971
O 2.418 3.111 2.940
S 2.490 3.622 1.410
O 1.178 3.773 0.908
O 3.448 4.664 1.337
O 3.111 2.286 0.784
H 4.547 1.598 2.081
H 3.427 0.356 1.474
H 2.979 1.367 3.930
H 1.595 1.227 2.820
C 1.361 -0.454 5.423
C 2.204 -1.363 6.279
O 2.608 -2.427 5.394
S 2.776 -1.838 3.917
O 4.147 -1.558 3.680
O 2.014 -2.634 3.021
O 2.018 -0.458 4.144
H 0.352 -0.845 5.289
H 1.305 0.553 5.819
H 1.657 -1.761 7.128
H 3.103 -0.855 6.630
C -15.044 -6.485 5.895
C -15.238 -6.443 4.396
O -14.195 -5.576 3.928
S -12.910 -5.732 4.862
O -11.998 -6.635 4.247
O -12.499 -4.447 5.287
O -13.620 -6.493 6.073
H -15.444 -5.591 6.377
H -15.486 -7.368 6.349
H -16.211 -6.056 4.108
H -15.091 -7.427 3.946
C 7.565 4.935 -1.971
C 8.499 3.847 -1.484
O 8.759 3.053 -2.644
S 8.744 3.991 -3.950
O 10.085 4.340 -4.277
O 7.850 3.427 -4.883
O 8.049 5.265 -3.277
H 6.539 4.573 -2.067
H 7.580 5.814 -1.330
H 8.058 3.238 -0.699
H 9.448 4.263 -1.134
C -2.038 3.208 7.659
C -0.881 3.276 8.633
O -0.863 1.982 9.252
S -1.347 0.881 8.202
O -0.205 0.277 7.614
O -2.376 0.112 8.797
O -1.981 1.877 7.128
H -2.997 3.334 8.165
H -1.953 3.937 6.858
H -1.007 4.053 9.381
H 0.070 3.420 8.117
C 1.623 3.082 -15.062
C 1.639 1.571 -15.149
O 1.650 1.131 -13.792
S 0.827 2.169 -12.876
O -0.492 1.676 -12.707
O 1.642 2.540 -11.790
O 0.771 3.372 -13.954
H 2.617 3.480 -14.845
H 1.236 3.546 -15.966
H 2.511 1.190 -15.676
H 0.731 1.191 -15.625
C 5.884 1.335 9.905
C 5.825 0.101 9.031
O 4.491 0.103 8.506
S 3.993 1.613 8.308
O 4.189 1.981 6.954
O 2.740 1.757 8.954
O 5.124 2.319 9.192
H 5.403 1.164 10.870
H 6.900 1.685 10.064
H 6.014 -0.815 9.584
H 6.522 0.170 8.193

=====

Record 3
Entry from the OMol25 dataset: a cluster of 3 separate species, C28H59IN7O6 in total in a non-equilibrium geometry (ωB97M-V with the def2-TZVPD basis set).

The total charge is +1.

CARTESIAN COORDINATES (ANGSTROEM)
C -0.047 6.505 5.982
C -0.872 7.440 4.870
C -0.478 7.024 3.310
C -1.303 5.727 2.739
O -0.620 4.433 2.899
N -0.814 3.897 4.117
C 0.342 3.038 4.577
N 1.647 3.270 3.850
C -2.155 3.214 4.259
N -3.124 3.913 4.990
N -2.528 1.855 3.659
C -3.604 2.016 2.598
C -2.861 2.048 1.132
C -1.816 0.812 0.864
C -0.215 1.292 0.863
N 0.069 1.747 -0.568
C -0.543 2.992 -1.174
C -0.129 3.249 -2.742
C 0.866 1.956 -2.958
C 0.959 1.021 -1.576
C -2.911 0.855 4.728
C -1.780 -0.337 4.972
O -0.849 -0.093 5.911
I -1.863 -2.246 3.820
H 0.247 7.162 6.912
H 0.918 6.130 5.394
H -0.784 5.618 6.256
H -0.507 8.554 5.096
H -2.038 7.438 5.066
H 0.699 6.963 3.140
H -0.829 7.955 2.650
H -2.387 5.775 3.177
H -1.419 5.894 1.564
H 0.018 1.917 4.486
H 0.543 3.250 5.734
H 2.065 4.206 4.044
H 1.594 3.049 2.832
H -3.884 4.448 4.504
H -3.032 3.909 6.034
H -4.202 3.039 2.723
H -4.383 1.135 2.561
H -2.321 3.100 1.042
H -3.673 2.029 0.262
H -2.024 0.389 -0.215
H -1.920 -0.091 1.609
H -0.005 2.147 1.658
H 0.452 0.327 1.057
H -1.290 3.790 -0.751
H -0.465 4.101 -3.478
H 1.398 1.781 -3.995
H 1.574 0.016 -1.417
H -3.069 1.391 5.771
H -3.926 0.279 4.513
C 0.992 -0.826 -5.757
O 1.324 0.488 -6.186
C 2.736 0.733 -6.181
C 3.239 0.944 -7.618
N 3.204 -0.310 -8.377
C 3.446 -0.129 -9.814
C 2.383 0.656 -10.610
O 1.123 -0.011 -10.697
C 0.239 0.259 -9.618
H -0.098 -0.900 -5.698
H 1.349 -1.569 -6.474
H 1.407 -1.028 -4.765
H 3.295 -0.063 -5.673
H 2.892 1.658 -5.616
H 4.267 1.320 -7.588
H 2.605 1.703 -8.086
H 2.292 -0.744 -8.258
H 3.516 -1.133 -10.247
H 4.426 0.342 -9.956
H 2.748 0.735 -11.640
H 2.264 1.684 -10.254
H 0.371 1.265 -9.208
H 0.364 -0.491 -8.835
H -0.786 0.171 -9.989
C 2.160 -8.846 0.803
O 1.001 -9.216 1.537
C 1.232 -9.271 2.950
C 0.421 -8.177 3.662
N 0.963 -6.845 3.369
C 0.096 -5.751 3.823
C -1.272 -5.604 3.125
O -1.177 -5.234 1.749
C -1.050 -6.329 0.852
H 1.927 -8.921 -0.263
H 2.446 -7.815 1.022
H 2.992 -9.523 1.023
H 2.300 -9.205 3.200
H 0.874 -10.249 3.290
H 0.451 -8.351 4.742
H -0.617 -8.259 3.326
H 1.094 -6.754 2.365
H 0.656 -4.823 3.662
H -0.057 -5.840 4.906
H -1.796 -4.780 3.619
H -1.908 -6.486 3.256
H -1.565 -7.226 1.210
H 0.004 -6.541 0.669
H -1.493 -6.037 -0.104

=====

Record 4
Entry from the OMol25 dataset: a cluster of 9 separate species, C28H59N2O8 in total in a non-equilibrium geometry (ωB97M-V with the def2-TZVPD basis set).

The energy above the lowest of the compared OMol25 structures with the same formula, charge and spin comes out at 17.95 kcal/mol. The total charge is -1.

CARTESIAN COORDINATES (ANGSTROEM)
N 2.733 -4.528 -4.318
C 3.265 -5.780 -3.825
C 4.363 -5.581 -2.731
C 3.741 -5.481 -1.322
C 3.935 -4.067 -0.758
N 5.347 -3.881 -0.372
H 3.500 -4.051 -4.796
H 3.715 -6.400 -4.632
H 2.432 -6.317 -3.364
H 5.135 -6.361 -2.731
H 4.860 -4.644 -2.961
H 4.235 -6.157 -0.623
H 2.680 -5.717 -1.360
H 3.704 -3.390 -1.575
H 3.275 -3.902 0.085
H 5.808 -3.157 -0.900
H 5.466 -3.752 0.621
C 0.913 -1.129 1.560
C 2.372 -1.382 1.846
O 2.829 -2.490 1.691
C 3.219 -0.215 2.300
H 0.455 -2.067 1.248
H 0.403 -0.764 2.454
H 0.816 -0.399 0.763
H 2.820 0.193 3.230
H 3.216 0.560 1.539
H 4.240 -0.554 2.470
C -0.670 3.143 0.971
C 0.786 2.931 1.294
O 1.284 1.831 1.188
C 1.583 4.127 1.745
H -1.101 2.194 0.661
H -1.213 3.509 1.843
H -0.777 3.861 0.157
H 1.157 4.539 2.659
H 1.576 4.894 0.968
H 2.610 3.829 1.941
C -2.359 -4.357 -0.436
C -2.235 -3.159 -1.337
O -3.124 -2.334 -1.425
C -0.960 -3.043 -2.128
H -3.324 -4.331 0.070
H -2.279 -5.265 -1.042
H -1.563 -4.353 0.311
H -0.841 -3.909 -2.780
H -0.104 -2.984 -1.453
H -0.992 -2.143 -2.741
C 3.876 4.351 6.058
C 2.872 5.356 5.550
O 2.660 5.493 4.367
C 2.142 6.179 6.583
H 4.325 3.829 5.217
H 4.660 4.859 6.623
H 3.383 3.625 6.706
H 2.855 6.761 7.169
H 1.580 5.527 7.253
H 1.453 6.858 6.086
C -3.773 -6.521 -4.064
C -2.728 -7.279 -3.281
O -2.037 -6.729 -2.457
C -2.581 -8.751 -3.575
H -3.772 -5.477 -3.757
H -3.553 -6.577 -5.131
H -4.761 -6.946 -3.878
H -2.313 -8.896 -4.622
H -3.520 -9.269 -3.369
H -1.797 -9.168 -2.947
C -5.456 4.239 -1.172
C -4.376 3.558 -0.367
O -3.681 4.181 0.406
C -4.202 2.075 -0.572
H -5.479 5.301 -0.934
H -5.258 4.117 -2.238
H -6.427 3.801 -0.937
H -3.954 1.866 -1.613
H -5.124 1.550 -0.314
H -3.399 1.709 0.062
C 1.357 0.765 -1.778
C 1.292 1.320 -3.177
O 0.440 2.119 -3.502
C 2.334 0.830 -4.150
H 0.556 1.190 -1.181
H 1.244 -0.321 -1.806
H 2.313 1.019 -1.317
H 2.263 -0.254 -4.262
H 3.332 1.081 -3.785
H 2.178 1.302 -5.117
C -5.036 7.990 3.962
C -4.968 7.656 2.490
O -5.693 8.203 1.690
C -3.964 6.614 2.068
H -5.797 8.749 4.129
H -5.291 7.097 4.536
H -4.072 8.369 4.304
H -4.176 5.666 2.560
H -2.956 6.942 2.334
H -4.015 6.469 0.998

=====

Number 1: E_HOMO -0.3361 Eh. Number 2: E_HOMO -0.1571 Eh. Number 3: E_HOMO -0.3548 Eh. Number 4: E_HOMO -0.0414 Eh.